Here is C26H25FeN8O4S2 as an isolated structure from the OMol25 dataset. Energies are from ωB97M-V with the def2-TZVPD basis set.

Output
calculated total energy = -3804.4224 Eh
energy above the lowest of the compared OMol25 structures with the same formula, charge and spin = 12.2 kcal per mole
⟨S²⟩ = 8.76
strongest force on any atom = 0.74 eV Å⁻¹
spin multiplicity = 6
highest occupied orbital energy (alpha / beta) = -12.645 / -12.646 eV
M = 633.52 Da
net charge = +2

Cartesian coordinates (Å):
Fe (0.265, -1.275, 0.825)
S (0.021, -2.147, 3.257)
S (2.586, -0.977, -0.752)
O (2.224, -0.399, 0.587)
O (3.804, -1.711, -0.800)
O (-4.479, 3.512, -1.031)
O (1.038, 5.446, 1.542)
N (0.685, -3.463, 0.517)
N (-1.115, -0.088, -0.192)
N (1.230, -1.875, -0.942)
N (2.095, -4.083, -1.281)
N (0.295, 0.605, 1.952)
N (-1.906, -2.453, 1.510)
N (2.917, 3.269, -4.787)
N (-2.280, -3.428, 3.601)
C (-3.072, -2.933, 1.124)
C (-3.104, 1.520, -1.251)
C (1.408, 4.680, 2.666)
C (-1.931, -0.558, -1.142)
C (-4.159, 2.419, -1.852)
C (0.700, -4.716, 0.990)
C (1.017, 3.252, 2.417)
C (-3.479, -3.915, 3.221)
C (0.055, 2.933, 1.463)
C (-1.472, -2.711, 2.766)
C (1.624, 2.102, -3.135)
C (1.378, -3.214, -0.594)
C (2.817, 2.284, -3.865)
C (1.395, -5.702, 0.336)
C (-2.931, 0.209, -1.697)
C (-0.281, 1.610, 1.268)
C (3.899, 1.425, -3.612)
C (-3.914, -3.690, 1.950)
C (1.215, 0.912, 2.864)
C (2.094, -5.323, -0.812)
C (2.613, 0.265, -1.954)
C (-1.257, 1.182, 0.235)
C (3.799, 0.428, -2.671)
C (1.529, 1.108, -2.193)
C (-2.251, 2.001, -0.267)
C (1.596, 2.212, 3.132)
H (-5.035, 1.832, -2.138)
H (-1.731, -1.567, -1.484)
H (-2.377, 3.010, 0.099)
H (0.887, 5.019, 3.570)
H (3.751, 3.378, -5.335)
H (-4.036, -4.466, 3.966)
H (0.605, 0.971, -1.651)
H (-3.561, -0.205, -2.473)
H (-3.376, -2.709, 0.109)
H (1.413, -6.718, 0.699)
H (0.780, 2.751, -3.328)
H (2.138, 3.862, -5.004)
H (2.675, -6.045, -1.373)
H (1.671, 0.086, 3.393)
H (2.483, 4.730, 2.863)
H (-0.386, 3.720, 0.869)
H (4.633, -0.233, -2.486)
H (-5.174, 3.268, -0.410)
H (1.184, 6.379, 1.727)
H (-3.743, 2.834, -2.776)
H (-4.864, -4.065, 1.604)
H (0.164, -4.906, 1.912)
H (4.819, 1.549, -4.168)
H (-1.944, -3.590, 4.543)
H (2.355, 2.400, 3.880)